Entry 1:
Molecular formula: C12H19O3PdS
Method: DFT, wB97M-V/def2-TZVPD

```
! RIJCOSX wB97M-V def2-TZVPD def2/J DEFGRID3
* xyz -1 1
Pd -0.03 -0.89 0.07
C 2.57 -0.46 1.11
O 2.40 0.27 -0.10
C 2.40 1.66 0.05
C 1.17 2.22 0.77
O 0.01 1.87 0.05
C -1.18 2.27 0.70
C -2.38 1.71 -0.06
O -2.41 0.32 -0.16
C -2.65 -0.35 1.07
H 3.49 -0.13 1.62
H 2.64 -1.50 0.84
H 1.71 -0.35 1.78
H 2.43 2.08 -0.95
H 3.29 1.98 0.61
H 1.27 3.32 0.81
H 1.11 1.84 1.80
H -1.25 3.37 0.71
H -1.18 1.92 1.74
H -2.35 2.09 -1.09
H -3.29 2.09 0.43
H -3.60 -0.02 1.52
H -1.83 -0.21 1.78
H -2.68 -1.42 0.84
S -0.14 -3.03 1.64
C -0.07 -4.55 0.79
C -1.24 -5.26 0.47
C -1.18 -6.49 -0.17
C 0.04 -7.05 -0.52
C 1.20 -6.36 -0.23
C 1.15 -5.13 0.41
H -2.19 -4.83 0.74
H -2.10 -7.02 -0.40
H 0.08 -8.02 -1.01
H 2.16 -6.78 -0.50
H 2.07 -4.59 0.64
*
```

Properties
Orbital gap (eV): 5.35
Electronic energy (a.u.): -1220.378385
LUMO level (eV): 3.1
ΔE to the lowest compared entry with this formula, charge and spin (kJ/mol): 0.0

Mulliken population analysis, charges in e, atoms 1 to 2: number 1, Pd, carries -0.16; number 2, C, carries -0.61

Entry 2:
Molecular formula: C12H20
Method: DFT, wB97M-V/def2-TZVPD

```
! RIJCOSX wB97M-V def2-TZVPD def2/J DEFGRID3
* xyz 0 3
C -1.50 0.00 0.69
C -1.70 -0.50 -0.53
C 1.24 -1.72 1.83
C 0.44 -1.83 0.50
C -0.43 -0.86 0.27
C -2.21 0.81 1.68
C -2.42 -0.72 -1.84
C 1.06 -2.51 -0.74
C 0.85 1.09 -1.86
C 2.18 1.29 0.28
C 0.06 2.50 0.05
C 0.93 1.44 -0.55
H 1.26 -2.79 2.23
H 0.84 -1.16 2.65
H -2.81 0.15 2.26
H -2.93 1.46 1.35
H -1.45 1.14 2.42
H -3.30 -1.38 -1.70
H -1.90 -1.36 -2.62
H -2.80 0.26 -2.20
H 0.76 -1.77 -1.54
H 2.11 -2.56 -0.61
H 0.63 -3.58 -0.88
H 1.43 0.36 -2.43
H 0.01 1.31 -2.49
H 2.31 -1.34 1.60
H 3.02 0.82 -0.16
H 2.71 2.21 0.37
H 2.06 0.99 1.32
H -0.74 2.60 -0.62
H 0.59 3.42 0.29
H -0.29 2.24 0.99
*
```

Properties
Orbital gap (alpha / beta) (eV): 4.79 / 7.49
Electronic energy (a.u.): -468.898819
LUMO level (alpha / beta) (eV): 0.9 / -1.1

Mulliken population analysis, charges in e, atoms 1 to 2: number 1, C, carries 0.42; number 2, C, carries -0.06

Entry 3:
Molecular formula: C12H20AuN2O6
Method: DFT, wB97M-V/def2-TZVPD

```
! RIJCOSX wB97M-V def2-TZVPD def2/J DEFGRID3
* xyz 1 1
Au 1.45 0.30 0.04
O -0.11 -1.54 -3.30
C 0.50 -0.57 -4.14
C -0.39 0.66 -4.10
N -0.51 1.19 -2.72
C 0.40 2.28 -2.36
C 1.87 1.81 -2.49
O 2.55 2.32 -3.34
O 2.23 0.82 -1.73
C -1.29 0.64 -1.88
C -1.48 2.34 2.31
O -1.50 2.63 3.43
O -1.44 2.04 1.19
H 0.50 -2.27 -3.16
H 0.52 -0.90 -5.18
H 1.51 -0.34 -3.82
H -1.39 0.42 -4.44
H 0.03 1.45 -4.72
H 0.17 2.61 -1.34
H 0.23 3.10 -3.06
H -1.91 -0.19 -2.20
H -1.32 1.02 -0.87
O 0.68 -0.22 1.88
C 1.17 -1.08 2.65
C 0.48 -1.39 3.94
C 1.47 -1.00 5.08
C 2.46 0.14 4.74
C 3.74 -0.29 3.99
C 3.53 -0.67 2.53
N 2.39 -1.63 2.45
H 0.24 -2.45 3.99
H -0.45 -0.83 3.99
H 2.03 -1.88 5.39
H 0.87 -0.70 5.94
H 2.77 0.59 5.68
H 1.95 0.94 4.19
H 4.19 -1.13 4.53
H 4.47 0.53 4.03
H 4.41 -1.14 2.10
H 3.29 0.20 1.93
H 2.55 -2.39 3.09
*
```

Properties
Orbital gap (eV): 9.09
Electronic energy (a.u.): -1165.700062
LUMO level (eV): -3.7
ΔE to the lowest compared entry with this formula, charge and spin (kJ/mol): 5.5

Mulliken population analysis, charges in e, atoms 1 to 2: number 1, Au, carries 0.35; number 2, O, carries -0.49

Entry 4:
Molecular formula: C12H20BCl6CrF8N2O14S4
Method: DFT, wB97M-V/def2-TZVPD

```
! RIJCOSX wB97M-V def2-TZVPD def2/J DEFGRID3
* xyz 0 4
Cr -1.16 -2.74 1.47
N -1.99 -3.96 0.20
S -1.52 -4.89 -0.99
O -1.82 -4.55 -2.39
O -1.11 -6.23 -0.70
F -0.03 -4.22 -1.05
S -3.66 -4.61 0.01
O -3.74 -6.00 0.31
O -4.46 -3.99 -1.07
F -4.27 -4.02 1.36
N -0.19 -1.36 0.57
S -0.67 -0.34 -0.80
O 0.01 -0.41 -2.08
O -1.35 0.93 -0.45
F -1.92 -1.28 -1.04
S 1.09 -0.53 0.51
O 0.99 0.84 1.06
O 2.13 -0.96 -0.45
F 1.66 -1.20 1.84
B -3.98 -1.02 1.65
F -4.50 -1.07 0.38
F -4.93 -1.10 2.64
F -2.89 -1.85 1.80
F -3.57 0.29 1.71
C -3.63 2.12 -4.18
C -2.41 2.66 -3.44
O -2.83 2.68 -2.06
C -3.98 1.91 -1.92
O -4.52 1.56 -0.90
O -4.34 1.47 -3.14
H -3.29 1.41 -4.93
H -4.35 2.85 -4.55
H -2.31 3.72 -3.67
H -1.52 2.04 -3.44
C -0.19 0.07 6.32
C 1.20 -0.24 5.93
O 0.91 -1.10 4.81
C -0.35 -1.18 4.44
O -0.81 -1.65 3.46
O -1.06 -0.50 5.31
H -0.25 1.16 6.30
H -0.40 -0.23 7.34
H 1.76 -0.75 6.72
H 1.76 0.67 5.72
Cl 3.67 2.84 -5.27
C 3.92 1.93 -3.82
C 2.54 1.48 -3.25
Cl 1.49 2.81 -2.74
H 4.37 2.65 -3.14
H 4.61 1.11 -4.00
H 2.88 0.86 -2.42
H 2.04 0.77 -3.90
Cl 6.77 -0.63 -1.56
C 5.11 -1.10 -1.20
C 5.17 -2.28 -0.22
Cl 5.86 -1.71 1.39
H 4.58 -1.46 -2.08
H 4.61 -0.22 -0.82
H 5.77 -3.14 -0.51
H 4.15 -2.58 0.00
Cl -0.22 5.71 -0.64
C -0.11 4.24 0.44
C 1.29 4.09 0.91
Cl 1.93 5.57 1.73
H -0.27 3.42 -0.26
H -0.91 4.06 1.16
H 1.89 3.94 0.01
H 1.34 3.22 1.55
*
```

Properties
Orbital gap (alpha / beta) (eV): 4.22 / 5.69
Electronic energy (a.u.): -7854.142530
LUMO level (alpha / beta) (eV): -6.1 / -4.6

Mulliken population analysis, charges in e, atoms 1 to 2: number 1, Cr, carries 1.67; number 2, N, carries 0.07